Record 1
C4H6FIO | the ωB97M-V functional and the def2-TZVPD basis

Calculated values
- energy relative to the best compared isomer or geometry (same formula, charge and spin) (kJ/mol) = 78.99
- HOMO level (Eh) = -0.35692
- E_LUMO (eV) = 0.22
- E (eV) = -17108.947
- gap between HOMO and LUMO (eV) = 9.9
- structure (SMILES) = FC1(CI)COC1

Atoms and positions in Å:
C (1.1959, -0.2105, 0.7392)
C (-0.0101, -1.2217, -0.6744)
C (0.1636, 0.2070, -0.3289)
C (-1.1619, 0.8851, 0.0311)
O (0.8084, -1.5809, 0.4676)
F (0.7772, 0.9156, -1.3676)
I (-0.7408, 2.7648, 1.0803)
H (2.2322, 0.2079, 0.7881)
H (0.7813, -0.0222, 1.8105)
H (-0.9336, -1.6888, -0.6424)
H (0.3794, -1.4921, -1.7153)
H (-1.7670, 0.2317, 0.7488)
H (-1.7247, 1.0043, -0.9369)

---

Record 2
C51H41CoN5P4Se3 | the ωB97M-V functional and the def2-TZVPD basis

Calculated values
- energy relative to the best compared isomer or geometry (same formula, charge and spin) (kJ/mol) = 20.08
- HOMO level (alpha / beta) (Eh) = -0.34480 / -0.34489
- E_LUMO (alpha / beta) (eV) = -2.03 / -6.37
- net charge = +1
- E (eV) = -331820.520
- multiplicity = 5
- gap between HOMO and LUMO (alpha / beta) (eV) = 7.3 / 3.0

Atoms and positions in Å:
Co (0.2283, -0.6143, 0.0307)
Se (-3.6051, 0.8480, 6.0385)
P (-4.1161, 0.5430, 4.0453)
C (-4.9976, 1.9420, 3.2955)
C (-4.3513, 2.7951, 2.4004)
C (-4.9767, 3.9494, 1.9463)
C (-6.2589, 4.2569, 2.3723)
C (-6.9076, 3.4205, 3.2745)
C (-6.2752, 2.2808, 3.7480)
C (-5.1230, -0.9617, 3.8943)
C (-4.5760, -2.1367, 4.4220)
C (-5.3092, -3.3107, 4.4317)
C (-6.6088, -3.3312, 3.9348)
C (-7.1683, -2.1701, 3.4297)
C (-6.4276, -0.9913, 3.4117)
C (-2.6827, 0.3410, 2.8920)
C (-2.4145, -0.1403, 1.6170)
N (-1.0985, 0.0783, 1.3923)
N (-0.5776, 0.6482, 2.4840)
N (-1.5012, 0.8055, 3.3822)
P (-3.2628, -0.8800, 0.2217)
Se (-1.7968, -1.3394, -1.2998)
C (-4.5334, 0.1838, -0.4472)
C (-5.7733, 0.2187, 0.1782)
C (-6.7794, 1.0389, -0.3032)
C (-6.5422, 1.8371, -1.4133)
C (-5.3064, 1.8049, -2.0450)
C (-4.3000, 0.9725, -1.5718)
C (-4.0311, -2.4077, 0.7580)
C (-5.1837, -2.8889, 0.1452)
C (-5.6459, -4.1641, 0.4482)
C (-4.9626, -4.9542, 1.3589)
C (-3.8164, -4.4695, 1.9810)
C (-3.3476, -3.2035, 1.6787)
H (-3.3473, 2.5751, 2.0638)
H (-4.4602, 4.6083, 1.2588)
H (-6.7483, 5.1563, 2.0184)
H (-7.8981, 3.6751, 3.6305)
H (-6.7617, 1.6702, 4.4996)
H (-3.5837, -2.1145, 4.8565)
H (-4.8763, -4.2118, 4.8480)
H (-7.1871, -4.2466, 3.9598)
H (-8.1870, -2.1719, 3.0625)
H (-6.8959, -0.0847, 3.0570)
H (-5.9570, -0.4151, 1.0283)
H (-7.7419, 1.0644, 0.1924)
H (-7.3253, 2.4828, -1.7905)
H (-5.1309, 2.4197, -2.9184)
H (-3.3443, 0.9253, -2.0772)
H (-5.7150, -2.2863, -0.5795)
H (-6.5417, -4.5379, -0.0298)
H (-5.3270, -5.9458, 1.5945)
H (-3.3020, -5.0815, 2.7113)
H (-2.4622, -2.8152, 2.1724)
N (2.5539, 1.0432, -0.8969)
P (1.5441, 0.1091, -1.8695)
C (0.9369, 1.1635, -3.1998)
C (-0.3646, 1.6580, -3.1660)
C (-0.7876, 2.5700, -4.1268)
C (0.0870, 2.9936, -5.1155)
C (1.3897, 2.5060, -5.1536)
C (1.8127, 1.5914, -4.2030)
C (2.6015, -1.1183, -2.6753)
C (3.8092, -1.4850, -2.0867)
C (4.5943, -2.4747, -2.6673)
C (4.1698, -3.1084, -3.8260)
C (2.9588, -2.7541, -4.4096)
C (2.1772, -1.7617, -3.8383)
P (1.9036, 1.2018, 0.6847)
C (3.3770, 1.3003, 1.7217)
C (4.2814, 2.3530, 1.5778)
C (5.4476, 2.3684, 2.3257)
C (5.7063, 1.3440, 3.2323)
C (4.8011, 0.3064, 3.3921)
C (3.6368, 0.2835, 2.6340)
C (1.2215, 2.8840, 0.7340)
C (1.0490, 3.6424, -0.4196)
C (0.4794, 4.9124, -0.3457)
C (0.0788, 5.4241, 0.8783)
C (0.2541, 4.6707, 2.0353)
C (0.8202, 3.4102, 1.9653)
H (3.2742, 1.6530, -1.2675)
H (-1.0424, 1.3343, -2.3876)
H (-1.8005, 2.9511, -4.1001)
H (-0.2436, 3.7042, -5.8625)
H (2.0709, 2.8356, -5.9273)
H (2.8244, 1.2035, -4.2507)
H (4.1410, -0.9920, -1.1809)
H (5.5386, -2.7461, -2.2132)
H (4.7849, -3.8756, -4.2792)
H (2.6278, -3.2468, -5.3145)
H (1.2406, -1.4846, -4.3095)
H (4.0623, 3.1754, 0.9052)
H (6.1474, 3.1866, 2.2166)
H (6.6128, 1.3645, 3.8235)
H (4.9932, -0.4796, 4.1106)
H (2.9208, -0.5206, 2.7654)
H (1.3571, 3.2583, -1.3860)
H (0.3549, 5.4978, -1.2478)
H (-0.3642, 6.4103, 0.9394)
H (-0.0540, 5.0652, 2.9946)
H (0.9377, 2.8306, 2.8732)
Se (1.0464, -4.9747, 1.9921)
C (0.9828, -3.3631, 1.2145)
N (0.9348, -2.3361, 0.6907)

---

Record 3
C3H11N2OP | the ωB97M-V functional and the def2-TZVPD basis

Calculated values
- energy relative to the best compared isomer or geometry (same formula, charge and spin) (kJ/mol) = 170.53
- HOMO level (Eh) = -0.31057
- E_LUMO (eV) = 0.93
- E (eV) = -17604.966
- gap between HOMO and LUMO (eV) = 9.4
- structure (SMILES) = CP(N)O.C=NC

Atoms and positions in Å:
C (-2.6455, -1.3403, -0.0667)
C (-2.6525, 0.8780, 0.5154)
C (1.5642, 0.9607, 0.6827)
N (3.5054, 0.3764, -1.0439)
N (-2.0453, -0.2014, 0.6046)
O (1.6805, -1.4003, -0.3333)
P (2.7806, -0.3347, 0.2838)
H (-3.3184, -1.0739, -0.9157)
H (-2.1166, -2.1980, -0.3644)
H (-3.3462, -1.9478, 0.7129)
H (-2.1772, 1.7750, 0.9956)
H (-3.3470, 1.0387, -0.3303)
H (0.8077, -1.1682, 0.0431)
H (2.1044, 1.8200, 1.1219)
H (1.0525, 1.2775, -0.2538)
H (0.7562, 0.5204, 1.2436)
H (4.3447, -0.0298, -1.2974)
H (3.0526, 1.0479, -1.5980)

---

Record 4
C6H12O | the ωB97M-V functional and the def2-TZVPD basis

Calculated values
- energy relative to the best compared isomer or geometry (same formula, charge and spin) (kJ/mol) = 102.78
- HOMO level (Eh) = -0.35059
- E_LUMO (eV) = 0.95
- E (eV) = -8463.289
- gap between HOMO and LUMO (eV) = 10.5

Atoms and positions in Å:
C (-0.1819, -0.9480, -1.9500)
C (-0.8048, -0.2774, -0.7416)
O (-1.4193, -1.2422, 0.1355)
C (-0.9163, -0.5475, 1.2803)
C (0.0594, 0.2759, 0.4248)
C (0.0176, 1.7724, 0.7004)
C (1.4851, -0.2611, 0.4471)
H (-0.9242, -1.0966, -2.7407)
H (0.6437, -0.3594, -2.3644)
H (0.1943, -1.9304, -1.6506)
H (-1.5467, 0.4744, -1.0549)
H (-0.4842, -1.2182, 2.0327)
H (-1.6986, 0.0701, 1.7463)
H (-0.9827, 2.1810, 0.5177)
H (0.7365, 2.3366, 0.0957)
H (0.2606, 1.9511, 1.7554)
H (2.0895, 0.2033, -0.3419)
H (1.5104, -1.3462, 0.2992)
H (1.9616, -0.0377, 1.4091)